Record 1
A 2-piece molecular cluster, C3H7N2O2 overall at a distorted geometry, computed with ωB97M-V with the def2-TZVPD basis set.

XYZ file:
```
14
Properties=species:S:1:pos:R:3:lowdin_charge:R:1
H 1.76 2.45 0.62 0.135
H -2.56 2.04 -0.97 0.104
H 0.59 -2.45 0.13 0.081
N -1.66 1.70 -0.75 0.086
H 1.87 -2.19 -1.15 0.132
C -1.52 0.48 -0.40 0.132
O 3.02 0.58 0.57 0.135
C 1.22 -0.46 -0.02 0.105
H -0.83 2.33 -1.15 0.192
H -2.41 0.08 0.11 0.082
C 1.37 -1.86 -0.21 -0.010
N 1.89 0.57 0.26 -0.376
H 2.12 -2.10 0.49 0.108
O 1.24 1.77 0.21 0.094
```

Strongest force on any atom ... 0.083 hartree/bohr
Lowest unoccupied orbital energy (alpha / beta) ... -0.253 / -0.216 Eh
E_HOMO (alpha / beta) ... -13.64 / -13.69 eV
ΔE to the lowest compared entry with this formula, charge and spin ... 915.1 kJ/mol
Charge ... +1



Record 2
A single C18H21N3O2S molecule, computed with ωB97M-V with the def2-TZVPD basis set.

XYZ file:
```
45
Properties=species:S:1:pos:R:3:lowdin_charge:R:1
H 1.15 1.50 -1.88 0.065
H -1.20 -1.68 3.62 0.134
C -2.33 -0.40 -0.70 -0.048
H -2.77 -0.58 0.27 0.114
C 2.24 -0.56 -0.31 -0.052
C -2.01 0.88 -1.08 -0.077
C -2.43 -2.88 -1.12 -0.131
O 2.77 2.37 -0.89 -0.106
H 1.85 -1.24 -1.07 0.093
C 2.05 3.54 2.49 -0.077
C 0.95 1.41 2.19 -0.130
O 1.14 0.24 0.10 -0.135
H -1.48 -4.50 -0.05 0.086
C -2.12 -1.47 -1.56 -0.242
C 0.16 0.35 2.78 -0.066
C 1.26 2.52 2.97 -0.045
H -2.18 1.71 -0.40 0.107
H -2.73 -3.49 -1.97 0.117
C 2.23 2.38 0.38 -0.211
H 3.16 4.25 0.79 0.121
H 2.29 4.39 3.11 0.105
C -1.47 1.12 -2.33 -0.111
H -0.12 0.48 3.83 0.128
H 0.87 2.57 3.98 0.108
H -1.23 2.13 -2.64 0.100
S -2.19 -3.93 2.48 0.617
H -0.25 -1.84 0.39 0.105
H -1.39 -2.05 -3.49 0.112
C 1.45 1.33 0.88 -0.155
C 1.84 2.34 -1.95 -0.064
H 2.44 2.26 -2.86 0.098
C -1.20 -3.52 -0.46 -0.202
H 2.62 -1.14 0.54 0.101
N -0.17 -0.69 2.12 0.047
H 3.05 0.04 -0.73 0.092
H 1.27 3.28 -1.98 0.099
C -1.24 0.06 -3.19 -0.086
H -0.82 0.24 -4.17 0.103
H -3.25 -2.87 -0.40 0.109
N -0.70 -2.72 0.62 0.006
H -0.40 -3.65 -1.19 0.121
C -1.23 -2.74 1.86 -0.886
C 2.54 3.47 1.20 0.005
N -0.87 -1.68 2.65 -0.028
C -1.56 -1.23 -2.81 -0.044
```

Strongest force on any atom ... 0.017 hartree/bohr
Lowest unoccupied orbital energy ... 0.007 Eh
E_HOMO ... -8.05 eV
ΔE to the lowest compared entry with this formula, charge and spin ... 286.0 kJ/mol
SMILES string ... COc1cccc(/C=N/NC(=S)NCCc2ccccc2)c1OC
Charge ... 0